DFT (ωB97M-V/def2-TZVPD) results for 2 unconnected molecules or ions with the total composition C8H10N3OP in a non-equilibrium geometry.

Atoms and positions in Å:
P -0.2009 1.0587 0.8844
O -0.1647 2.4026 1.4215
N 2.5426 1.2078 0.7942
N -1.1317 0.1087 1.9163
N -3.4972 0.0905 -1.7528
C 1.4774 0.3232 1.0174
C -2.1203 -1.6332 -1.9482
C 3.3749 -0.7809 0.6908
C 2.0253 -0.9301 0.7768
C -2.2478 0.5560 -1.3353
C -3.3244 -1.1397 -2.2512
C -1.3748 -0.5089 -1.4227
C 3.6901 0.5353 0.6981
H -1.5929 -2.5903 -1.9014
H 1.4791 -1.8635 0.7718
H 4.6026 1.1876 0.5051
H 4.0130 -1.6144 0.7810
H -2.2624 1.3389 -0.5554
H -1.8710 0.7059 2.2313
H -1.4381 -0.7491 1.3924
H -4.0895 0.7155 -2.2560
H 2.4516 2.1737 0.5419
H -0.3412 -0.5942 -1.0001

Cartesian forces (eV/Å) of the 6 atoms listed first:
P 1.628 -2.295 0.740
O -0.020 3.025 0.465
N -1.489 0.122 0.675
N 0.336 -1.672 -1.503
N 0.131 0.654 -0.788
C -0.066 0.899 -2.089

HOMO energy (spin up / spin down) ... -8.677 / -7.689 eV
Net charge ... 0
LUMO level (spin up / spin down) ... -0.90 / -1.20 eV

***

DFT (ωB97M-V/def2-TZVPD) results for 2 unconnected molecules or ions with the total composition C8H10N4 in a non-equilibrium geometry.

Atoms and positions in Å:
N -2.5884 1.2687 0.2190
N 1.3835 -0.1991 0.5057
N -3.1140 -0.6186 -0.8145
N -2.0155 -0.6526 -0.0575
C 0.2449 -2.2129 -0.1371
C 2.9291 1.3656 0.3275
C 1.3311 0.2995 -0.7691
C -3.4528 0.6224 -0.6687
C 2.3113 1.1962 -0.9207
C -1.5524 0.3874 0.5877
C 0.8669 -1.4328 0.7719
C 2.3800 0.4803 1.1838
H 2.6222 1.8768 -1.7578
H 0.1033 -1.7563 -1.0611
H -0.2800 -3.0613 0.1868
H -4.2537 1.0539 -1.2583
H 2.3769 0.2902 2.2174
H 0.6538 0.0507 -1.5312
H -1.8852 -1.5015 -0.0256
H -2.6300 2.2438 0.4833
H 3.5629 2.0964 0.7600
H 1.0062 -1.7969 1.7586

Cartesian forces (eV/Å) of the 6 atoms listed first:
N 0.183 -0.583 -1.002
N 0.331 0.367 -1.352
N -1.601 2.612 -0.646
N -1.522 6.416 -0.627
C 1.372 1.646 2.017
C 0.378 -0.200 1.822

Energy above the lowest of the compared OMol25 structures with the same formula, charge and spin ... 4.585 eV
HOMO energy ... -8.309 eV
Net charge ... 0
LUMO level ... 0.94 eV

***

DFT (ωB97M-V/def2-TZVPD) results for a single C8H10N4S molecule in a non-equilibrium geometry.

Atoms and positions in Å:
S 1.8462 -1.0349 -0.9541
N -1.5066 2.4303 0.1317
N -2.4133 0.2182 0.2487
N 0.6368 1.8339 -0.3881
N -0.1357 0.7230 -0.2629
C -0.7661 -1.4963 -0.1861
C 3.0290 0.2696 1.2328
C 0.2329 -0.5843 -0.4303
C 2.7362 -1.0901 0.6282
C -2.0859 -1.0452 0.1564
C -0.2325 2.8096 -0.1590
C -3.1542 -2.0578 0.4303
C -1.4109 1.1048 0.0445
H -4.0688 -1.6203 0.8437
H -3.4181 -2.5702 -0.5162
H 2.1760 -1.7209 1.3646
H 3.6580 -1.6238 0.3987
H -0.5901 -2.5697 -0.3063
H 3.4377 0.9361 0.4608
H -2.7653 -2.8590 1.1321
H 3.7091 0.1433 2.0805
H 0.0590 3.8351 -0.2326
H 2.1044 0.7071 1.6345

Cartesian forces (eV/Å) of the 6 atoms listed first:
S 0.092 -0.121 -0.103
N 0.887 -0.378 -0.388
N 0.486 -0.159 0.011
N 0.053 0.159 -0.194
N 0.493 0.585 -0.121
C 0.139 0.087 -0.302

Energy above the lowest of the compared OMol25 structures with the same formula, charge and spin ... 0.000 eV
HOMO energy ... -9.356 eV
Structure (SMILES) ... CCSc1cc(C)nc2ncnn12
Net charge ... 0
LUMO level ... -0.08 eV

***

DFT (ωB97M-V/def2-TZVPD) results for a gas-phase ion, C8H10N5 (charge +1) in a non-equilibrium geometry.

Atoms and positions in Å:
N 0.7413 -2.1683 0.1190
N 3.4898 0.1191 -0.1012
N -2.7152 -0.8312 -0.1316
N -1.6795 1.1371 0.2358
N 2.9276 -0.9034 0.3058
C 2.7021 1.2844 -0.4591
C -1.3926 -1.1263 0.1619
C -2.8713 0.6210 -0.3132
C -0.7728 0.1765 0.2422
C 1.4276 1.4719 0.4850
C 1.2927 -0.9301 0.2821
C 0.6246 0.2506 0.3811
C -0.6636 -2.2857 0.1659
H -2.9673 0.7684 -1.3913
H 2.4852 0.9776 -1.4753
H 1.5176 1.6170 1.5520
H -3.3833 -1.3488 -0.6390
H -3.8773 0.9082 0.1562
H 3.3866 2.2010 -0.4858
H 0.9309 2.2939 0.0964
H -1.0996 -3.2499 0.3631
H -1.2864 2.1286 0.2699
H 1.1829 -3.1116 0.1799

Cartesian forces (eV/Å) of the 6 atoms listed first:
N -1.465 0.162 1.213
N -0.476 -1.205 1.569
N 0.622 0.804 1.520
N 2.031 2.523 0.502
N -1.707 -0.051 -0.796
C 0.350 1.183 1.457

Energy above the lowest of the compared OMol25 structures with the same formula, charge and spin ... 1.890 eV
HOMO energy ... -12.062 eV
Structure (SMILES) ... C1=C2NC[NH+]=C2C2=C(N=NCC2)N1
Net charge ... +1
LUMO level ... -3.99 eV

***

DFT (ωB97M-V/def2-TZVPD) results for a gas-phase ion, C8H10N6 (charge +2) in a non-equilibrium geometry.

Atoms and positions in Å:
N -1.7355 1.8511 0.4222
N 1.8052 -0.4396 -0.1151
N 0.3808 1.3709 -0.5672
N -1.7498 -2.7253 -0.1367
N -1.4816 -0.3995 -0.1302
N 3.9859 1.0663 -0.3130
C -2.7751 -0.1266 -0.0364
C 2.9670 -0.9897 0.2717
C 1.6479 0.7569 -0.5425
C -0.7503 1.1564 -0.0943
C 2.9019 1.5841 -0.7105
C 4.1107 -0.1339 0.1637
C -1.0610 -1.7037 -0.3253
C -2.9867 1.2522 0.3961
H -3.7970 1.8890 -0.1387
H 4.9077 -0.3672 0.7693
H -1.5186 2.7715 0.6742
H 2.9067 2.5550 -1.2870
H -3.3623 1.3621 1.4571
H -2.7445 -2.5935 -0.0314
H -3.5322 -0.8349 0.1259
H -1.3624 -3.6688 -0.0598
H 3.1345 -1.9510 0.5402
H 0.1086 -1.6819 -0.3322

Cartesian forces (eV/Å) of the 6 atoms listed first:
N 1.131 -0.885 -0.968
N -1.460 -3.188 1.011
N -2.294 -0.247 1.374
N -1.451 -1.153 -0.036
N -4.096 0.489 -0.725
N 2.367 1.144 -0.228

HOMO energy ... -15.185 eV
Structure (SMILES) ... [NH2+]=C[N+]1=CCN/C1=N/c1cnccn1
Net charge ... +2
LUMO level ... -10.59 eV

***

DFT (ωB97M-V/def2-TZVPD) results for 2 unconnected molecules or ions with the total composition C8H10NO4P in a non-equilibrium geometry.

Atoms and positions in Å:
P 1.2549 -3.6833 -1.0802
O 1.6026 -1.9769 -0.9746
O -0.3424 -3.4833 -1.6335
O 1.1957 -4.1980 0.3171
O 2.0692 -4.3578 -2.1783
N -1.0454 0.1040 0.0725
C 1.7450 3.0031 0.5136
C -0.3413 2.1001 1.2235
C -3.3617 -0.4894 0.0579
C 0.9263 1.1268 -0.5995
C 0.6230 3.0516 1.2683
C 1.9088 2.0099 -0.4166
C -2.1507 -0.1809 0.7048
C -0.2434 1.1303 0.1682
H 2.7075 2.0801 -1.0970
H -2.2138 -0.0021 1.8231
H 0.6188 3.7462 2.0218
H -3.4704 -0.5443 -1.0233
H 0.9351 0.3939 -1.4642
H 2.4965 3.7947 0.5626
H -1.2842 2.1051 1.9583
H -0.7218 -3.1677 -0.8042
H 1.3077 -1.8259 -0.0571
H -4.2158 -0.7362 0.6368

Cartesian forces (eV/Å) of the 6 atoms listed first:
P 0.085 1.144 -2.261
O -0.009 -2.522 0.416
O 1.583 -0.668 0.659
O 0.049 0.026 0.096
O -1.129 1.212 1.527
N 0.015 -1.149 -2.174

Energy above the lowest of the compared OMol25 structures with the same formula, charge and spin ... 0.000 eV
HOMO energy ... -0.086 eV
Net charge ... -2
LUMO level ... 5.77 eV

***

DFT (ωB97M-V/def2-TZVPD) results for a single C8H10O molecule in a non-equilibrium geometry.

Atoms and positions in Å:
O 1.1549 2.4290 0.4998
C 0.9003 1.4254 -0.2000
C 1.5464 -1.0851 -0.8888
C -1.5909 0.6772 -1.0040
C 1.2611 0.0031 0.2494
C -1.3122 -0.5300 0.7982
C -1.5090 -0.6912 -0.7022
C -1.9917 0.7216 0.3314
C 0.1196 -0.4446 1.2486
H 0.5479 1.4554 -1.3042
H -1.7857 1.2731 -1.9303
H 2.2381 -1.8626 -0.6122
H 0.1751 0.3156 2.0936
H -3.1057 0.9380 0.6292
H 2.0404 -0.5219 -1.8092
H 0.3905 -1.4289 1.7312
H 0.7732 -1.5782 -1.3736
H -2.0077 -1.1614 1.3651
H 2.1554 0.0655 0.8781

Cartesian forces (eV/Å) of the 6 atoms listed first:
O -1.210 -2.921 -2.182
C 1.980 1.721 0.130
C 2.143 3.599 -1.175
C -0.217 -0.713 -1.280
C -1.356 -1.576 -0.007
C -0.432 0.721 -0.486

Energy above the lowest of the compared OMol25 structures with the same formula, charge and spin ... 5.781 eV
HOMO energy ... -8.590 eV
Structure (SMILES) ... C[C@@H](C=O)C[C@@H]1C2=C[C@@H]21
Net charge ... 0
LUMO level ... 0.54 eV

***

DFT (ωB97M-V/def2-TZVPD) results for a single C8H10O2Se2 molecule in a non-equilibrium geometry.

Atoms and positions in Å:
Se -2.7989 -1.8960 0.1825
Se -2.8076 1.9090 -0.2638
O -0.2051 2.8987 -0.0388
O -0.1456 -2.7575 -0.3225
C 0.9550 3.4964 0.5486
C 1.1709 0.7615 -0.1021
C 0.9493 -3.6296 -0.2878
C -1.2982 -0.8666 -0.1417
C -0.0729 -1.4190 -0.2931
C -1.2499 0.7818 -0.0403
C 1.0950 -0.6379 -0.1714
C -0.0917 1.4804 -0.1829
H 0.5621 4.4578 0.6784
H -3.6974 -0.8523 0.2124
H 1.3161 2.9961 1.5734
H 2.0567 1.2832 -0.3522
H 1.1710 -3.9393 -1.4398
H 1.8683 3.4782 -0.1778
H 1.7466 -2.9345 0.1092
H 2.0339 -1.0602 -0.4233
H -3.4952 1.0346 0.6673
H 0.9378 -4.5848 0.2658

Cartesian forces (eV/Å) of the 6 atoms listed first:
Se 0.960 -2.331 -0.104
Se 0.207 -0.813 0.452
O 1.380 -2.462 -0.308
O -1.252 -2.316 0.199
C 1.753 -2.018 0.026
C -3.216 -0.929 -1.180

HOMO energy ... -7.857 eV
Structure (SMILES) ... COc1ccc(OC)c([SeH])c1[SeH]
Net charge ... 0
LUMO level ... 0.50 eV